Model 1:
15
Properties=species:S:1:pos:R:3 method="wB97M-V/def2-TZVPD" e_homo_ev=-2.2 total_charge=-1 orbital_gap_ev=5.37
C -0.6066 1.7806 -1.2564
O 0.0800 2.0733 -2.3543
C 0.1832 0.9338 -0.1857
C -0.5300 0.0686 0.8065
C -0.1763 -1.2006 1.1086
C 0.9561 -1.8452 0.5488
H -0.9888 2.6652 -0.6682
H -1.4750 1.0778 -1.4359
H 0.8881 1.5076 0.4629
H 0.9182 0.3777 -0.7676
H -1.1155 0.6233 1.5567
H -0.3863 -2.0638 -0.5413
H -0.6538 -1.7095 1.9376
H 1.5872 -1.5540 -0.2751
H 1.3196 -2.7347 1.0634



Model 2:
15
Properties=species:S:1:pos:R:3 method="wB97M-V/def2-TZVPD" e_homo_ev=-2.1 total_charge=-1 smiles="C=CCCC[O-]" orbital_gap_ev=5.97
C 1.9620 0.0608 0.0897
O 3.1720 -0.3606 0.5435
C 0.8023 -0.9055 0.2539
C -0.4771 -0.6010 -0.5733
C -1.0851 0.7739 -0.1854
C -2.3230 0.9442 0.3114
H 1.6780 1.0072 0.6202
H 2.0204 0.2929 -1.0346
H 0.4247 -1.1148 1.2634
H 1.2720 -1.7652 -0.1643
H -0.1991 -0.4983 -1.7216
H -1.1963 -1.5213 -0.5018
H -0.4102 1.6682 -0.1762
H -2.8290 0.1122 0.8452
H -2.8115 1.9073 0.4299



Stability, lowest: model 1



Model 1:
8
Properties=species:S:1:pos:R:3 method="wB97M-V/def2-TZVPD" e_homo_ev=-9.6 smiles="CC1=NN1Cl" orbital_gap_ev=10.32
C -1.5340 -0.7886 -0.1202
C -0.1340 -0.0341 0.0738
N -2.3522 -1.5445 -0.7923
N -2.8231 -0.7601 0.4326
Cl -3.6687 0.7186 0.1719
H -0.1319 0.2676 1.1439
H -0.3739 0.7968 -0.6620
H 0.7326 -0.7286 -0.2807



Model 2:
8
Properties=species:S:1:pos:R:3 method="wB97M-V/def2-TZVPD" e_homo_ev=-11.5 orbital_gap_ev=10.93
C -1.3747 0.9501 0.8198
C -0.3547 0.0386 0.3572
N -2.2340 1.6472 1.1735
N 0.0490 0.1385 -0.8297
Cl 2.2693 -2.0664 -0.4628
H 0.2449 -0.6398 0.9312
H 1.7363 -0.9666 -0.6359
H -0.3361 0.8984 -1.3533



Stability, lowest: model 1



Model 1:
11
Properties=species:S:1:pos:R:3 method="wB97M-V/def2-TZVPD" e_homo_ev=-10.1 smiles="ClCC/C=N/Cl" orbital_gap_ev=10.80
C -0.6199 -1.2268 -0.5771
C 0.3957 -0.3838 0.0074
C 0.1508 1.1582 0.1409
N 0.9731 1.6582 0.9829
Cl -1.8832 -1.8868 0.6383
Cl 1.0011 3.2738 1.3167
H -1.1866 -0.7500 -1.3663
H -0.2138 -2.1477 -0.9289
H 0.5850 -0.9260 0.9099
H 1.2740 -0.5578 -0.5744
H -0.4763 1.7887 -0.5493



Model 2:
11
Properties=species:S:1:pos:R:3 method="wB97M-V/def2-TZVPD" e_homo_ev=-10.5 orbital_gap_ev=11.19
C 0.9076 -0.5786 0.3663
C -1.3287 0.3495 -0.4120
C 0.1527 0.5844 -0.4089
N 0.5827 -1.0767 1.4472
Cl 2.4633 -0.9432 -0.4944
Cl 0.4352 2.1475 0.3915
H -1.7361 0.5488 0.6168
H -1.6457 1.0568 -1.1855
H -1.5631 -0.6895 -0.7553
H 0.6376 0.5378 -1.3857
H 1.0946 -1.9368 1.8201



Stability, lowest: model 1